--- w ---
ORCA calculation (ωB97M-V with the def2-TZVPD basis set) on a 11-piece molecular cluster, C18H52FO13S overall.

```
85
Properties=species:S:1:pos:R:3
C -2.51 -1.48 2.38
C -1.27 -0.59 2.53
C -1.55 0.84 3.00
F -2.93 1.18 2.70
C -0.56 1.85 2.52
S -0.62 3.22 3.69
C -0.90 2.44 1.12
C -0.87 1.39 0.06
O 0.10 1.06 -0.56
O -2.11 0.77 -0.14
C -2.48 0.41 -1.39
C -3.65 -0.52 -1.35
O -2.00 0.84 -2.41
H -3.35 -0.94 1.97
H -2.78 -1.93 3.33
H -2.29 -2.31 1.70
H -0.68 -0.62 1.62
H -0.64 -1.03 3.30
H -1.51 0.86 4.08
H -1.90 3.70 3.62
H -1.88 2.92 1.17
H -0.13 3.16 0.87
H -3.39 -1.45 -0.87
H -4.00 -0.67 -2.36
H -4.41 -0.07 -0.72
C 1.73 6.64 3.76
O 0.42 6.49 4.25
H 2.04 7.67 3.95
H 2.43 5.97 4.26
H 1.77 6.45 2.68
H 0.15 5.58 4.08
C 3.61 0.34 -0.89
O 2.68 0.36 -1.97
H 4.59 0.13 -1.31
H 3.64 1.31 -0.38
H 3.36 -0.44 -0.17
H 1.82 0.55 -1.59
C -5.68 -3.97 -2.39
O -5.64 -3.90 -0.97
H -4.66 -4.08 -2.74
H -6.27 -4.84 -2.72
H -6.10 -3.06 -2.82
H -6.53 -3.79 -0.65
C -5.45 -1.88 -5.47
O -4.53 -1.70 -4.40
H -5.93 -2.85 -5.34
H -6.22 -1.11 -5.46
H -4.94 -1.87 -6.44
H -4.11 -0.85 -4.53
C -3.56 0.77 6.43
O -2.18 0.50 6.26
H -3.85 1.47 5.66
H -4.16 -0.14 6.33
H -3.76 1.21 7.41
H -1.90 -0.12 6.94
C 7.92 0.22 -0.26
O 7.27 -1.04 -0.36
H 7.65 0.65 0.71
H 9.01 0.12 -0.31
H 7.58 0.90 -1.05
H 7.49 -1.41 -1.22
C 6.33 -4.42 0.14
O 7.56 -3.90 0.65
H 6.21 -5.43 0.52
H 5.49 -3.81 0.49
H 6.33 -4.45 -0.95
H 7.64 -3.00 0.31
C -3.93 0.23 -8.78
O -4.50 -1.07 -8.87
H -4.21 0.64 -7.81
H -2.84 0.19 -8.83
H -4.31 0.89 -9.56
H -4.25 -1.44 -9.72
C 1.51 5.11 -1.74
O 0.14 4.90 -1.44
H 1.74 6.14 -1.47
H 2.15 4.45 -1.16
H 1.71 4.97 -2.81
H -0.07 3.99 -1.66
C 6.01 -4.71 4.27
O 5.99 -3.69 3.29
H 5.33 -4.41 5.07
H 5.66 -5.67 3.86
H 7.01 -4.84 4.69
H 6.59 -3.95 2.59
```

Output
- charge = -1
- Kohn-Sham gap (eV) = 5.182
- HOMO level (hartree) = -0.1183

---

--- x ---
ORCA calculation (ωB97M-V with the def2-TZVPD basis set) on a 11-piece molecular cluster, C18H52FO13S overall.

```
85
Properties=species:S:1:pos:R:3
C -3.43 -1.04 -1.30
C -2.01 -1.75 -1.10
C -1.95 -2.79 0.10
F -3.01 -2.61 1.10
C -0.48 -2.95 0.76
S -0.48 -4.72 1.39
C -0.33 -1.97 2.04
C -0.52 -0.47 1.52
O 0.49 0.12 1.13
O -1.86 -0.01 1.48
C -2.02 1.35 1.76
C -3.48 1.93 1.42
O -1.21 2.13 2.27
H -3.95 -0.78 -0.33
H -4.07 -1.69 -1.98
H -3.25 -0.06 -1.87
H -1.20 -0.95 -1.05
H -1.79 -2.34 -2.05
H -2.17 -3.82 -0.37
H -1.54 -4.82 2.32
H -1.13 -2.29 2.77
H 0.72 -2.12 2.47
H -3.71 1.82 0.31
H -3.61 2.99 1.78
H -4.20 1.19 1.93
C 2.67 -6.93 3.33
O 1.27 -7.10 3.47
H 3.18 -7.67 3.95
H 2.96 -7.09 2.28
H 2.96 -5.93 3.65
H 0.85 -6.44 2.91
C 3.84 0.43 -0.52
O 3.18 1.50 0.15
H 4.80 0.79 -0.88
H 4.00 -0.40 0.18
H 3.24 0.10 -1.36
H 2.33 1.16 0.46
C -6.14 4.36 -0.44
O -6.44 3.02 -0.81
H -5.15 4.61 -0.80
H -6.87 5.04 -0.88
H -6.15 4.45 0.65
H -7.32 2.82 -0.47
C -4.59 6.36 2.22
O -3.94 5.21 1.71
H -5.37 6.67 1.52
H -5.05 6.13 3.19
H -3.87 7.18 2.34
H -3.25 4.97 2.35
C -4.61 -5.66 -0.62
O -3.36 -5.46 -1.28
H -4.51 -5.32 0.41
H -5.39 -5.08 -1.12
H -4.86 -6.72 -0.63
H -3.47 -5.77 -2.18
C 7.74 -0.61 -2.22
O 6.82 0.02 -3.10
H 7.41 -1.63 -2.04
H 8.74 -0.62 -2.68
H 7.78 -0.06 -1.27
H 7.13 0.92 -3.24
C 4.91 0.98 -6.02
O 6.06 0.15 -6.14
H 4.42 1.05 -6.99
H 4.22 0.55 -5.29
H 5.22 1.98 -5.70
H 6.47 0.11 -5.27
C -1.70 8.43 4.53
O -2.61 9.07 3.64
H -2.05 7.41 4.71
H -0.71 8.40 4.08
H -1.67 8.98 5.48
H -2.28 9.96 3.49
C 3.28 -0.78 4.75
O 1.88 -0.95 4.88
H 3.79 -1.52 5.37
H 3.58 -0.93 3.71
H 3.57 0.22 5.08
H 1.46 -0.28 4.32
C 3.41 -2.61 -7.45
O 3.94 -2.12 -6.23
H 2.65 -3.36 -7.22
H 2.97 -1.80 -8.02
H 4.21 -3.08 -8.03
H 4.62 -1.46 -6.46
```

Output
- charge = -1
- Kohn-Sham gap (eV) = 5.126
- HOMO level (hartree) = -0.1175

---

Energy comparison, zero being the most stable, in kcal/mol: w 0.0; x 46.4.